The following is a DFT calculation (ωB97M-V/def2-TZVPD) of C17H32Cl2O2P2Sn as an isolated structure at a distorted geometry.

XYZ file:
```
56
Properties=species:S:1:pos:R:3:mulliken_charge:R:1
P 0.192 -2.098 -1.421 1.143
P 0.389 1.798 -1.090 0.831
C 0.171 -0.687 -2.534 -0.927
C 1.105 0.482 -2.164 -0.801
H -0.892 -0.389 -2.539 0.129
H 0.398 -1.038 -3.555 0.673
H 2.074 0.106 -1.785 0.168
H 1.331 1.017 -3.102 0.748
C -0.274 2.907 -2.406 -1.714
H -0.560 3.867 -1.961 0.416
H -1.149 2.519 -2.938 0.376
H 0.527 3.075 -3.138 0.509
C 1.586 2.891 -0.300 -0.893
H 1.851 3.712 -0.983 0.474
H 2.531 2.357 -0.070 -0.005
H 1.177 3.304 0.632 0.253
C -0.820 -3.269 -2.367 -1.591
H -0.945 -4.197 -1.796 0.422
H -0.326 -3.482 -3.325 0.474
H -1.809 -2.831 -2.565 0.350
C 1.881 -2.713 -1.321 -1.241
H 2.596 -1.873 -1.284 0.347
H 2.076 -3.319 -2.227 0.385
H 2.004 -3.348 -0.427 0.350
Sn 3.212 0.603 1.386 0.876
C -1.531 1.330 -0.407 1.069
C -2.226 0.599 -1.413 -1.789
C -3.411 -0.234 -1.194 -0.750
C -3.457 -1.136 0.093 -0.886
C -2.386 -2.106 0.173 -1.219
C -0.957 -1.868 0.152 0.011
C -0.362 -0.606 0.814 0.653
C -1.213 0.647 0.953 -1.756
C 2.838 -1.170 2.592 -1.343
H -1.913 2.349 -0.224 0.739
H -2.239 1.040 -2.418 0.242
H -3.562 -0.894 -2.071 0.239
H -4.298 0.440 -1.217 0.377
H -3.521 -0.474 0.968 0.263
H -4.400 -1.708 0.072 0.422
H -2.665 -3.151 0.355 0.340
H -0.502 -2.759 0.641 0.827
H 0.546 -0.327 0.246 -0.939
H 0.032 -0.892 1.798 0.249
H -2.104 0.378 1.535 0.634
H -0.662 1.340 1.613 0.364
H 3.420 -1.189 3.533 0.398
H 3.132 -2.006 1.935 0.370
H 1.761 -1.169 2.816 0.318
Cl 0.472 3.615 5.114 -0.160
C 1.591 2.244 5.144 -0.003
Cl 0.972 0.875 6.107 -0.155
C 1.839 1.751 3.684 0.570
O 3.063 1.821 3.252 -0.762
O 0.891 1.291 3.032 -0.410
H 2.526 2.576 5.601 0.335
```

HOMO energy (alpha / beta), Eh: -0.1814 / -0.1828
Frontier orbital gap (alpha / beta), eV: 3.68 / 3.81
E_LUMO (alpha / beta), hartree: -0.0461 / -0.0429